1.
# C2H9N4O3Sn

C2H9N4O3Sn as an isolated structure (ωB97M-V/def2-TZVPD, the OMol25 dataset).

Geometry as XYZ:
```
19
Properties=species:S:1:pos:R:3:forces:R:3
Sn 4.4943 -0.1883 3.2839 -0.26 0.41 -0.81
O 4.4111 2.2428 -0.7793 0.04 -0.65 0.56
H 4.5014 1.5204 -1.4307 -0.01 0.21 0.17
C -1.5132 2.0854 2.1555 2.65 -2.67 1.33
O -0.7797 1.4327 2.9235 -0.81 0.86 -0.15
N -2.6397 2.6869 2.4313 -2.48 1.48 1.62
N -1.2634 2.1546 0.8625 0.72 0.29 -2.29
H -2.9597 2.7468 3.3874 0.03 0.15 -0.33
H -3.0116 3.2881 1.7100 -0.38 0.00 0.76
H -1.9400 2.6859 0.3335 0.83 -0.50 -0.75
H -0.4617 1.6637 0.4931 -0.41 0.35 -0.18
C 0.3905 -2.8334 -1.4890 4.35 1.70 2.94
O 1.0536 -2.7584 -0.4235 -0.76 -0.10 -1.05
N -0.7805 -3.3231 -1.5686 -5.09 -2.11 -0.46
N 0.8859 -2.3349 -2.6201 1.38 0.99 -1.83
H -1.2788 -3.2907 -2.4465 -0.02 -0.07 0.30
H -1.3260 -3.5610 -0.7525 0.45 -0.02 -0.10
H 0.4499 -2.3689 -3.5306 0.01 -0.04 0.37
H 1.7676 -1.8487 -2.5399 -0.24 -0.29 -0.10
```
Forces are in eV/Å.

Strongest force on any atom   5.53 eV Å⁻¹
2S+1   1
Net charge   +1

=====

2.
# C36H54BF2P3RuSi

C36H54BF2P3RuSi as an isolated structure (ωB97M-V/def2-TZVPD, the OMol25 dataset).

Geometry as XYZ:
```
98
Properties=species:S:1:pos:R:3:forces:R:3
Ru -0.0006 0.3002 -0.6366 0.41 0.12 0.87
C -3.0575 -3.5701 0.0108 0.00 0.04 0.01
C -2.5825 -2.2258 -0.5573 -0.11 -0.07 0.02
C -3.0764 -2.0235 -1.9934 0.02 0.03 -0.01
P -0.8000 -1.8354 -0.3800 -0.29 -0.23 -0.39
C 0.1856 -2.9105 -1.5083 0.06 -0.08 0.01
C 0.1368 -2.3070 -2.9200 -0.02 0.10 0.03
C -0.1513 -4.3999 -1.5711 0.01 -0.01 0.07
C -0.3732 -2.0459 1.3722 0.02 0.12 0.11
C -0.4247 -3.3115 1.9525 -0.06 0.05 0.00
C -0.1247 -3.4896 3.2960 -0.01 -0.05 0.00
C 0.2248 -2.4027 4.0766 0.01 0.04 0.03
C 0.2947 -1.1377 3.5068 -0.03 -0.08 -0.05
C 0.0081 -0.9305 2.1563 0.05 -0.08 0.09
Si 0.3136 0.8513 1.6122 -0.12 -0.04 -0.48
C -0.8723 2.1502 2.1812 0.02 0.06 0.15
C -0.8806 2.7157 3.4591 0.04 0.01 -0.03
C -1.6596 3.8276 3.7331 0.00 0.01 0.02
C -2.4194 4.4052 2.7252 0.00 0.03 -0.01
C -2.4483 3.8373 1.4620 0.03 -0.04 -0.01
C -1.6945 2.6950 1.1875 -0.13 0.03 -0.04
P -1.9901 1.6972 -0.3146 -0.03 0.03 -0.10
C -2.5282 2.9028 -1.6045 -0.02 0.02 -0.08
C -1.5261 3.9975 -1.9628 0.03 -0.01 0.07
C -3.0530 2.1777 -2.8487 0.00 -0.02 -0.03
C -3.6169 0.8965 0.1333 -0.02 0.02 0.10
C -4.8399 1.8148 0.0631 0.04 0.08 -0.01
C -3.5578 0.2737 1.5325 0.08 -0.03 0.01
C 2.0565 1.4946 1.5831 0.07 -0.02 0.07
C 2.4644 2.4787 2.4884 -0.05 0.01 -0.02
C 3.7353 3.0255 2.4292 0.03 0.00 -0.04
C 4.6118 2.6117 1.4386 -0.02 0.01 0.02
C 4.2236 1.6468 0.5216 0.00 -0.02 -0.01
C 2.9549 1.0726 0.5801 0.02 -0.03 0.02
P 2.4252 -0.2978 -0.5147 0.04 0.12 -0.21
C 3.3863 -1.7370 0.1688 -0.03 -0.07 0.08
C 2.9752 -2.1521 1.5804 0.03 0.00 0.00
C 4.8966 -1.4581 0.1784 -0.01 0.05 -0.01
C 3.0870 -0.1143 -2.2734 -0.04 -0.02 -0.06
C 4.0973 0.9923 -2.5755 0.02 0.02 0.04
C 3.5651 -1.4495 -2.8569 0.04 -0.04 0.01
H -4.1327 -3.6424 -0.1599 0.00 0.01 -0.01
H -2.9013 -3.6405 1.0843 0.02 0.01 0.04
H -2.5983 -4.4283 -0.4705 0.03 -0.04 -0.02
H -3.0417 -1.4691 0.0718 0.05 0.01 -0.01
H -2.8534 -2.8888 -2.6163 0.02 -0.01 -0.02
H -2.6532 -1.1373 -2.4735 0.01 0.01 0.02
H -4.1614 -1.9092 -1.9834 -0.01 -0.02 0.00
H 1.1995 -2.8039 -1.1106 -0.03 0.02 -0.01
H -0.8148 -2.5088 -3.4057 -0.03 -0.01 0.01
H 0.9157 -2.7438 -3.5431 0.01 -0.05 0.01
H 0.2839 -1.2221 -2.9240 0.04 0.01 0.01
H -1.1403 -4.5722 -1.9900 -0.03 0.01 -0.02
H -0.0845 -4.8971 -0.6048 -0.01 0.00 0.01
H 0.5639 -4.8865 -2.2364 0.02 0.01 0.01
H -0.6999 -4.1745 1.3640 -0.01 -0.02 -0.04
H -0.1671 -4.4797 3.7291 0.00 -0.01 0.00
H 0.4533 -2.5362 5.1254 0.00 0.00 0.01
H 0.5999 -0.3074 4.1360 0.00 0.03 0.00
H -0.2730 2.2989 4.2539 0.01 -0.02 -0.01
H -1.6612 4.2569 4.7259 0.00 0.00 0.01
H -3.0006 5.2949 2.9270 -0.01 0.00 0.00
H -3.0683 4.2893 0.7005 0.01 0.02 0.00
H -3.3771 3.3990 -1.1327 0.00 -0.03 0.02
H -0.7098 3.6364 -2.5856 0.01 0.00 -0.06
H -1.0969 4.4787 -1.0834 0.01 -0.02 0.01
H -2.0359 4.7653 -2.5455 -0.01 0.00 -0.01
H -2.2423 1.8961 -3.5198 0.04 -0.04 0.02
H -3.7139 2.8406 -3.4077 0.02 0.02 -0.01
H -3.6232 1.2770 -2.6143 -0.02 0.03 0.02
H -3.7469 0.1242 -0.6221 -0.04 -0.08 -0.04
H -4.7334 2.6792 0.7192 -0.01 0.00 0.01
H -5.7100 1.2590 0.4149 0.01 -0.04 0.00
H -5.0642 2.1618 -0.9433 0.00 -0.02 -0.01
H -3.5906 1.0507 2.2959 -0.01 0.04 0.01
H -2.6628 -0.3242 1.7224 0.01 0.04 -0.02
H -4.4281 -0.3681 1.6814 0.01 -0.01 0.00
H 1.7778 2.8464 3.2397 -0.02 -0.03 0.01
H 4.0354 3.7826 3.1406 0.00 0.00 0.01
H 5.6010 3.0440 1.3708 0.01 0.00 0.01
H 4.9264 1.3521 -0.2393 0.02 -0.04 0.02
H 3.1868 -2.5650 -0.5161 0.03 0.03 0.01
H 2.9643 -1.2961 2.2573 0.03 0.02 0.00
H 3.7174 -2.8536 1.9633 0.00 -0.02 -0.01
H 2.0080 -2.6422 1.6180 0.01 0.01 -0.01
H 5.1620 -0.8717 1.0567 0.01 0.04 0.01
H 5.2712 -0.9390 -0.7008 -0.02 -0.01 -0.02
H 5.4241 -2.4096 0.2510 0.00 -0.01 0.00
H 2.1889 0.1300 -2.8444 -0.02 0.04 0.04
H 5.0958 0.7439 -2.2164 0.00 -0.01 0.00
H 3.8060 1.9575 -2.1652 -0.01 0.00 -0.01
H 4.1701 1.0995 -3.6587 -0.01 -0.01 -0.01
H 4.5300 -1.7564 -2.4579 -0.01 0.02 -0.01
H 3.6827 -1.3301 -3.9344 -0.01 0.00 -0.01
H 2.8613 -2.2640 -2.6934 -0.02 0.00 -0.01
F 0.1362 1.2950 -3.4872 0.00 0.18 -0.01
B 0.3350 1.4544 -2.2048 -0.07 -0.29 0.03
F 1.1251 2.3883 -1.6691 -0.06 0.18 -0.13
```
Forces are in eV/Å.

Strongest force on any atom   0.97 eV Å⁻¹
2S+1   1
Net charge   +2

=====

3.
# C10H21O2P

One molecule with the formula C10H21O2P (ωB97M-V/def2-TZVPD, the OMol25 dataset).

Geometry as XYZ:
```
34
Properties=species:S:1:pos:R:3:forces:R:3
C 1.4293 -0.1700 1.9535 -0.20 -0.03 0.12
C 1.6291 0.0638 0.6726 2.15 0.23 -1.85
P 0.2010 0.5492 -0.3257 -0.41 -0.78 0.66
O -0.4591 1.8052 0.0400 -0.07 0.52 0.03
O -0.7043 -0.7722 -0.1648 0.63 0.20 0.14
C -2.0164 -0.8113 -0.7117 -0.56 -0.04 -0.03
C -3.0229 -0.0214 0.1182 0.02 -0.17 -0.26
C -4.4591 -0.3951 -0.2377 0.17 0.12 0.16
C -5.4605 0.4916 0.4915 0.00 -0.19 -0.19
C 3.0923 0.0371 -0.1065 -2.15 -0.06 1.47
C 3.2746 1.4080 -0.7413 0.06 -0.11 0.05
C 4.2023 -0.2389 0.8982 -0.24 0.06 -0.16
C 3.0200 -1.0770 -1.1419 0.06 0.08 0.07
H 0.4326 -0.1015 2.3627 -0.14 -0.02 0.13
H 2.2135 -0.4386 2.6411 0.24 -0.02 0.07
H 0.5359 0.5041 -1.6761 0.23 -0.03 -0.25
H -2.2862 -1.8737 -0.7272 0.02 0.18 -0.07
H -2.0047 -0.4394 -1.7437 0.01 -0.08 0.00
H -2.8575 1.0444 -0.0409 0.03 0.02 0.10
H -2.8379 -0.2317 1.1731 0.01 0.03 0.06
H -4.6327 -1.4409 0.0277 -0.02 -0.05 -0.08
H -4.6050 -0.2996 -1.3160 -0.04 -0.08 -0.07
H -5.2458 0.5091 1.5571 -0.03 0.03 0.15
H -5.4108 1.5109 0.1160 -0.01 0.13 0.03
H -6.4749 0.1230 0.3508 -0.10 0.05 0.02
H 4.2074 1.4368 -1.3028 0.07 0.03 -0.11
H 3.3083 2.1781 0.0258 0.01 0.10 0.04
H 2.4563 1.6429 -1.4183 0.02 0.10 -0.14
H 4.0710 -1.2118 1.3648 0.03 -0.12 0.09
H 4.2220 0.5248 1.6715 0.04 0.07 0.12
H 5.1643 -0.2328 0.3892 0.11 -0.01 -0.05
H 2.7652 -2.0197 -0.6629 0.00 -0.11 0.00
H 2.2699 -0.8646 -1.8988 -0.05 -0.04 -0.14
H 3.9828 -1.1889 -1.6372 0.11 -0.01 -0.11
```
Forces are in eV/Å.

Strongest force on any atom   2.85 eV Å⁻¹
2S+1   1
Structure (SMILES)   C=C([P@H](=O)OCCCC)C(C)(C)C
Net charge   0

=====

4.
# C21H42F3N4O7P

A 5-piece molecular cluster, C21H42F3N4O7P overall (ωB97M-V/def2-TZVPD, the OMol25 dataset).

Geometry as XYZ:
```
78
Properties=species:S:1:pos:R:3:forces:R:3
C -1.7392 -2.6322 0.9306 0.69 -0.10 0.53
C -2.5562 -1.2459 0.8161 -0.01 0.06 0.79
O -3.6991 -1.5210 -0.0634 -0.19 -1.46 0.54
C -4.4883 -2.4589 0.6965 0.02 -0.37 -0.51
O -5.0795 -3.4350 0.2234 1.87 3.58 1.44
C -4.3938 -1.9355 2.2368 -0.84 -0.69 -1.06
C -5.9251 -1.6154 2.5872 -0.52 -0.48 0.06
C -6.4733 -0.2362 1.9865 -0.61 0.82 0.59
C -6.7150 0.8950 3.1169 0.01 -0.65 -1.13
F -8.0481 0.7635 3.5778 2.91 0.55 -0.12
F -5.7665 0.7339 4.1424 -2.33 0.87 -1.60
F -6.6010 2.2077 2.5893 -0.15 -2.63 1.39
C -3.3274 -0.7563 2.1478 -0.02 -0.60 0.64
P -1.9133 -0.6521 3.4081 1.01 -1.07 0.91
C -1.0908 1.0377 3.0260 -0.60 0.57 0.10
O -2.5093 -0.6583 5.0344 0.29 0.03 -1.50
H -0.6018 -2.4680 0.9924 -1.79 -0.09 -0.06
H -2.0185 -3.2035 1.8767 0.35 0.81 -1.23
H -1.9363 -3.3370 0.0506 0.08 1.33 1.02
H -1.8457 -0.4071 0.5112 -1.41 -1.15 -0.50
H -4.0494 -2.8702 2.7916 -0.41 1.47 -0.33
H -6.1463 -1.7261 3.7095 0.49 0.48 -1.67
H -6.5451 -2.4477 2.0865 1.04 1.19 0.80
H -5.7934 0.2332 1.2044 -0.80 -0.77 0.99
H -7.5097 -0.3947 1.5163 1.64 0.26 0.65
H -3.8110 0.2730 2.1200 0.46 -1.37 -0.75
H -1.5270 1.4697 2.0652 0.52 -0.56 1.10
H 0.0391 0.8686 2.9145 -1.91 0.18 0.31
H -1.3001 1.7995 3.8528 0.39 -1.08 -1.04
H -2.1505 -1.4868 5.4230 -0.25 0.91 -0.46
C 4.7482 0.3709 3.2602 -0.15 -0.21 -0.05
N 3.4491 -0.2131 3.5222 -0.42 0.60 0.43
C 3.1427 -1.5226 2.9755 -0.34 -0.22 0.34
C 2.5061 0.4267 4.2646 0.47 -0.30 -0.29
O 1.3977 -0.0101 4.5183 0.17 -0.09 -0.04
H 4.8798 0.4782 2.1811 0.20 0.02 0.08
H 5.5226 -0.2891 3.6589 0.12 0.14 -0.09
H 4.8374 1.3515 3.7306 -0.08 -0.09 0.00
H 2.2704 -1.4435 2.3259 0.17 -0.19 0.01
H 2.9096 -2.2065 3.7962 -0.01 -0.01 -0.06
H 3.9881 -1.9068 2.4070 -0.13 0.18 0.02
H 2.8387 1.4118 4.6313 0.09 0.02 -0.02
C 4.3770 1.7616 -1.9532 0.15 -0.53 0.09
N 4.0730 0.4131 -1.5148 -0.19 0.08 0.78
C 4.2727 -0.6908 -2.4372 -0.19 -0.13 0.32
C 3.6063 0.1508 -0.2660 0.22 0.09 -0.77
O 3.3309 -0.9560 0.1661 0.07 0.12 -0.29
H 3.7561 2.0019 -2.8193 0.12 0.17 0.03
H 5.4325 1.8149 -2.2329 -0.06 0.16 -0.08
H 4.1809 2.4826 -1.1630 0.06 -0.19 -0.12
H 3.3244 -1.2072 -2.5878 0.25 -0.10 -0.08
H 4.9888 -1.3933 -2.0047 -0.10 -0.10 -0.18
H 4.6481 -0.3269 -3.3939 -0.05 0.06 0.14
H 3.4910 1.0580 0.3507 0.01 0.11 -0.05
C -0.5168 -3.0947 -4.6235 0.17 0.15 -0.17
N 0.9043 -2.8192 -4.6869 0.27 -0.34 0.57
C 1.4071 -1.9583 -5.7403 0.27 -0.08 0.15
C 1.7833 -3.3438 -3.7874 -0.22 0.08 -0.26
O 2.9847 -3.1519 -3.7852 -0.24 0.03 -0.26
H -0.8287 -3.5761 -5.5539 -0.18 0.01 0.10
H -1.0577 -2.1530 -4.5000 -0.17 -0.14 0.00
H -0.7497 -3.7527 -3.7854 0.10 0.07 -0.06
H 2.1342 -2.5116 -6.3392 0.00 0.18 -0.05
H 1.9067 -1.0964 -5.2914 0.03 0.01 -0.18
H 0.5905 -1.6178 -6.3775 0.02 -0.09 0.13
H 1.2982 -3.9817 -3.0313 -0.09 0.01 -0.03
C -0.1974 4.3870 -2.4567 0.15 0.14 -0.16
N 1.2241 4.6607 -2.5186 0.31 -0.44 0.59
C 1.7288 5.5238 -3.5698 0.28 -0.03 0.13
C 2.1009 4.1331 -1.6209 -0.30 0.33 -0.29
O 3.3032 4.3230 -1.6177 -0.39 0.52 -0.14
H -0.5094 3.9084 -3.3884 -0.18 0.01 0.10
H -0.7368 5.3291 -2.3311 -0.15 -0.13 -0.01
H -0.4317 3.7271 -1.6203 0.10 0.06 -0.06
H 2.4555 4.9710 -4.1697 -0.01 0.18 -0.05
H 2.2292 6.3836 -3.1183 0.02 -0.01 -0.18
H 0.9132 5.8671 -4.2065 0.02 -0.09 0.13
H 1.6141 3.4936 -0.8664 -0.10 -0.02 -0.03
```
Forces are in eV/Å.

Strongest force on any atom   4.29 eV Å⁻¹
2S+1   1
Structure (SMILES)   C[C@H]1OC(=O)[C@H](CCC(F)(F)F)[C@H]1P(C)O.CN(C)C=O.CN(C)C=O.CN(C)C=O.CN(C)C=O
Net charge   0

=====

5.
# C6H15NO5Si

One molecule with the formula C6H15NO5Si (ωB97M-V/def2-TZVPD, the OMol25 dataset).

Geometry as XYZ:
```
28
Properties=species:S:1:pos:R:3:forces:R:3
C -2.5559 -1.6837 -1.3099 2.08 1.08 -0.23
C -2.6958 -0.7464 -0.1059 -0.26 -0.36 -1.02
O -1.4843 -0.6684 0.6140 -0.82 -1.11 0.40
Si -0.1130 0.0097 0.4166 2.95 1.67 0.34
O -0.4096 1.5009 -0.1118 -0.69 -0.18 -0.21
C 0.4438 2.5242 -0.6205 -1.15 0.77 4.15
C 0.6787 3.4570 0.6016 -0.62 1.76 0.75
O 1.0474 -0.5994 -0.5212 -0.29 0.28 0.20
C 1.9308 -1.6981 -0.6132 -0.92 -1.97 -2.73
C 1.1917 -3.0526 -0.2733 1.27 3.16 0.92
N 0.7719 0.0459 2.2438 0.11 -1.32 -1.98
O 1.6011 -0.8809 2.2918 -0.56 0.56 0.13
O 0.5973 0.8245 3.1388 -0.32 0.50 0.27
H -3.4730 -1.8873 -1.9030 0.71 -0.03 0.67
H -1.7892 -1.1173 -1.9356 -1.16 -0.66 0.08
H -1.9325 -2.5220 -0.9795 -0.88 -0.54 -0.22
H -3.3160 -1.1030 0.6745 -1.49 -0.21 0.19
H -3.0077 0.2007 -0.5526 0.03 0.32 0.82
H 1.3096 2.0601 -0.8471 3.09 -1.19 -1.34
H 0.0075 2.9928 -1.4377 -0.94 0.80 -1.40
H -0.2911 3.4692 1.2364 1.30 0.61 -1.42
H 1.3496 3.0302 1.3465 0.37 -0.40 -0.37
H 1.1300 4.5332 0.4037 -1.29 -2.15 0.10
H 2.1816 -1.8332 -1.7942 -0.11 0.76 2.83
H 2.7938 -1.5313 0.0078 0.39 0.10 -0.01
H 1.0380 -3.0825 0.7976 -0.06 -0.32 0.23
H 0.2706 -2.9386 -0.7695 -1.19 -0.56 -0.73
H 1.8176 -3.8162 -0.6278 0.45 -1.38 -0.40
```
Forces are in eV/Å.

Strongest force on any atom   4.37 eV Å⁻¹
2S+1   1
Structure (SMILES)   CCO[Si](OCC)(OCC)[N+](=O)[O-]
Net charge   0

=====

6.
# C3H12KN6O3

C3H12KN6O3 as an isolated structure (ωB97M-V/def2-TZVPD, the OMol25 dataset).

Geometry as XYZ:
```
25
Properties=species:S:1:pos:R:3:forces:R:3
K 1.7032 1.7125 0.1652 -0.39 -0.22 0.50
C 0.7740 -0.1600 -2.7837 -0.05 -0.13 -0.18
O 0.2668 0.1466 -1.6979 0.30 -0.10 -0.07
N 0.6502 -1.3951 -3.3454 0.27 0.66 0.18
N 1.5242 0.7389 -3.4947 -0.30 -0.09 0.54
H 0.0782 -2.0633 -2.8625 -0.07 -0.07 -0.14
H 0.7586 -1.4539 -4.3427 -0.08 -0.36 0.02
H 1.3230 1.7008 -3.2919 0.22 0.10 -0.21
H 2.0859 0.4943 -4.2894 -0.13 0.02 -0.11
C 0.6852 -1.7155 1.6829 0.07 0.24 0.21
O 1.0638 -0.5518 1.8671 0.07 0.10 -0.30
N 0.3473 -2.1772 0.4510 -0.20 -0.33 -0.01
N 0.5744 -2.5826 2.7193 0.05 0.04 -0.09
H -0.1586 -3.0451 0.3983 0.01 -0.01 -0.11
H 0.1565 -1.4944 -0.2686 0.07 0.19 0.04
H 0.3739 -3.5579 2.5904 0.05 0.00 -0.01
H 0.9764 -2.2899 3.5928 -0.03 -0.01 0.02
C -1.2087 2.4119 1.7678 0.21 -0.43 0.21
O -0.1256 2.9236 2.0695 -0.06 -0.16 -0.58
N -1.4103 1.0656 1.8257 -0.29 0.53 -0.28
N -2.2799 3.1572 1.3755 0.13 0.63 -0.01
H -2.3347 0.7152 1.6549 0.10 -0.30 0.06
H -0.6308 0.4575 2.0323 -0.03 0.02 0.12
H -3.0875 2.8176 0.8863 0.07 -0.32 0.11
H -2.1055 4.1449 1.2976 0.00 -0.02 0.07
```
Forces are in eV/Å.

Strongest force on any atom   0.74 eV Å⁻¹
2S+1   1
Net charge   +1

=====

Number 1: HOMO-LUMO gap 3.547 eV, LUMO -8.24 eV. Number 2: HOMO-LUMO gap 7.639 eV, LUMO -6.74 eV. Number 3: HOMO-LUMO gap 10.705 eV, LUMO 0.82 eV. Number 4: HOMO-LUMO gap 8.039 eV, LUMO 0.05 eV. Number 5: HOMO-LUMO gap 10.789 eV, LUMO 0.75 eV. Number 6: HOMO-LUMO gap 9.927 eV, LUMO -2.86 eV.